Entry 1:
Computed, not measured: the molecule C19H19N3O5S, with ωB97M-V/def2-TZVPD.

Each line ends with the Mulliken charge.
CARTESIAN COORDINATES (ANGSTROEM)
S 1.03807 2.71597 -0.30429  1.445
O -5.48693 0.65540 0.54069  -0.630
O 1.58589 -1.53097 1.12378  -0.419
O 0.78680 4.10791 -0.08498  -0.731
O 1.92859 2.34599 -1.37021  -0.677
O 0.19103 0.00336 1.91004  -0.679
N -3.87447 -0.58214 -0.49865  -0.116
N 1.72074 2.11578 1.12956  -0.227
N 4.36623 1.41967 0.12342  -0.156
C -0.48499 1.80913 -0.46365  -0.105
C 4.81471 -1.34233 -0.59218  -0.726
C -1.61724 2.25811 0.18612  -0.734
C 4.33068 2.81787 0.47460  -0.922
C 2.91628 -3.20129 0.18513  -0.559
C 5.00472 -2.67952 -0.86041  -0.876
C -2.76490 1.48997 0.17458  -0.580
C 4.05241 -3.61515 -0.47310  -0.448
C -1.61003 -0.17886 -1.13520  -0.685
C 3.66594 -0.88772 0.06865  0.800
C -6.03972 -1.57000 -0.20134  -0.433
C -5.13322 -0.36534 0.00498  0.553
C 2.72003 -1.84804 0.45915  0.175
C -2.76312 0.25595 -0.47635  0.866
C 1.25722 -0.22916 1.37143  0.283
C 3.39956 0.51275 0.37540  0.440
C -7.43803 -1.31027 0.34262  -1.280
C -0.47031 0.59837 -1.12846  -0.765
C 2.19028 0.79105 0.97783  0.164
H 1.02683 2.17095 1.86704  0.541
H -3.71352 -1.47714 -0.94080  0.204
H 4.01243 2.92554 1.50880  0.325
H -8.07293 -2.17986 0.19351  0.382
H -1.58576 3.21008 0.69181  0.463
H -3.65689 1.82522 0.67607  0.530
H -5.59177 -2.42907 0.30497  0.336
H 3.64614 3.38482 -0.16028  0.289
H 5.89905 -3.00159 -1.37127  0.404
H -6.08588 -1.79368 -1.27047  0.336
H 4.20356 -4.66242 -0.68359  0.395
H 5.57695 -0.64295 -0.89848  0.300
H -7.38929 -1.08491 1.40437  0.314
H 2.16084 -3.90016 0.50674  0.486
H 5.33909 3.21501 0.36695  0.378
H 5.00454 1.18791 -0.62012  0.171
H 0.43134 0.28656 -1.63263  0.545
H -1.60824 -1.13439 -1.64055  0.309
H -7.88269 -0.45639 -0.16123  0.314

As for the total energy: -1674.1232 Ha. The SMILES is CCC(=O)Nc1ccc(S(=O)(=O)Nc2c(NC)c3ccccc3oc2=O)cc1. The HOMO-LUMO gap comes out at 8.44 eV. The calculation puts the energy above the lowest of the compared OMol25 structures with the same formula, charge and spin at 26.7 kcal per mole. As for the molecular weight: 401.44 Da. For the LUMO energy, the calculation gives 0.1 eV.



Entry 2:
Computed, not measured: a structure of composition C27H26N9O3Ti in a non-equilibrium geometry, with ωB97M-V/def2-TZVPD.

Each line ends with the Mulliken charge.
CARTESIAN COORDINATES (ANGSTROEM)
Ti 0.24138 0.04230 0.41325  -0.313
O 3.60832 -2.49795 -0.73660  -0.763
O 0.02205 -1.43976 -1.09451  -0.451
O 1.81648 -1.26364 0.59166  -0.182
N -1.55324 0.69271 -1.05078  0.697
N -1.79186 3.90771 0.67417  -0.093
N 1.96403 1.08862 -0.73398  0.540
N -1.43370 -0.07849 1.83240  0.560
N 1.03717 0.17804 2.30173  1.481
N 1.32638 -1.29827 -2.91037  0.136
N -3.28809 1.98806 -1.44212  -0.089
N -0.34872 2.25366 0.73595  0.641
N 2.33164 -0.22172 2.53496  -1.317
C 5.77407 -2.67006 0.17721  -0.634
C 0.27367 0.49390 3.33464  -1.088
C -3.74911 -0.04746 2.46128  -1.110
C 0.03701 3.21047 1.64024  -0.503
C -0.84400 4.24859 1.61009  -0.966
C 1.35839 0.16080 -2.90327  -1.044
C 6.67966 -2.40774 1.18637  -0.328
C 2.85176 1.66608 0.08870  0.068
C 2.67811 -0.99058 1.54194  0.814
C 0.63662 -3.49599 -2.15145  -1.458
C -2.74116 -0.31255 1.57633  -0.042
C 4.45870 -2.22908 0.28834  0.213
C -2.11068 0.74177 4.01352  -1.369
C -3.42136 0.51318 3.71310  -0.226
C -3.47646 0.84192 -2.18036  -0.820
C -1.45503 2.70059 0.17682  -0.298
C 6.28971 -1.70012 2.32149  -0.792
C -2.12027 1.84833 -0.77895  0.360
C 4.16986 1.90019 -0.25610  -1.080
C 4.05064 -1.51572 1.42573  0.224
C 0.63211 -2.00386 -2.01550  0.609
C -1.10755 0.42119 3.07090  1.017
C 2.38026 0.75914 -1.96652  1.106
C 3.68387 0.96048 -2.38583  -1.015
C 4.98648 -1.26122 2.43177  -0.574
C 4.60178 1.52218 -1.51424  -0.393
C -2.39788 0.05101 -1.92405  -0.586
H -3.91993 2.76922 -1.40548  0.167
H 5.63075 1.66787 -1.81403  0.445
H 0.54859 -3.80537 -3.19189  0.459
H -4.33910 0.70092 -2.80627  0.426
H 4.65814 -0.71219 3.30401  0.470
H 0.37081 0.51631 -2.61511  -0.333
H 2.49501 1.92240 1.07481  0.269
H -0.88582 5.17426 2.15466  0.428
H 1.58204 -3.87419 -1.75467  0.298
H -2.96728 -0.74466 0.60968  0.567
H -1.81453 1.15341 4.96910  0.460
H 1.55648 0.48554 -3.92324  0.732
H 7.69872 -2.75985 1.09154  0.403
H 0.90387 3.08849 2.26517  0.471
H 6.05799 -3.22074 -0.70982  0.441
H 1.89420 -1.80130 -3.57274  0.274
H -4.19868 0.74604 4.42862  0.452
H 6.99990 -1.50118 3.11208  0.424
H -4.77122 -0.28076 2.19980  0.451
H -2.18199 -0.93162 -2.30374  0.394
H 4.84075 2.34858 0.46249  0.462
H -0.17691 -3.91213 -1.56496  0.339
H 3.97380 0.67785 -3.38939  0.474
H 2.75204 -2.09853 -0.45709  0.531
H 0.68892 0.62735 4.32543  0.403
H -2.58612 4.46878 0.41922  0.164

As for the total energy: -2612.4614 Ha. The HOMO-LUMO gap (spin up / spin down) comes out at 5.82 / 5.93 eV. As for the molecular weight: 572.43 Da. As for the charge: +1. For the LUMO energy (spin up / spin down), the calculation gives -2.5 / -2.4 eV.



Entry 3:
Computed, not measured: the molecule C3H7NO in a non-equilibrium geometry, with ωB97M-V/def2-TZVPD.

Each line ends with the Mulliken charge.
CARTESIAN COORDINATES (ANGSTROEM)
O -1.01339 -0.81397 0.02040  -0.460
N -1.00201 1.29007 -0.52914  -0.585
C 0.26832 -0.09557 0.85977  -0.063
C 1.45037 -0.63941 0.11653  -0.999
C -1.54704 0.15913 -0.69042  0.091
H -0.03927 -0.57185 1.77090  0.324
H -1.37166 2.06368 -1.03364  0.177
H -2.39723 -0.05945 -1.35984  0.389
H 1.57539 -0.12039 -0.84197  0.275
H 0.42113 0.98544 1.06628  0.228
H 2.37712 -0.50073 0.68551  0.335
H 1.27827 -1.69694 -0.06439  0.287

As for the total energy: -248.4326 Ha. The SMILES is [H]/N=C/OCC. The HOMO-LUMO gap comes out at 10.85 eV. The calculation puts the energy above the lowest of the compared OMol25 structures with the same formula, charge and spin at 58.9 kcal per mole. As for the molecular weight: 73.09 Da. For the LUMO energy, the calculation gives 1.2 eV.



Entry 4:
Computed, not measured: a structure of composition C25H32BCdO4 in a non-equilibrium geometry, with ωB97M-V/def2-TZVPD.

Each line ends with the Mulliken charge.
CARTESIAN COORDINATES (ANGSTROEM)
Cd 0.03069 0.39293 2.09471  1.292
O -0.00071 0.19322 -0.28132  -0.009
O 0.29684 0.30515 5.36101  -0.455
O 1.89427 1.73466 4.47634  -0.381
O 0.12897 -0.12348 -5.92736  -0.371
C 1.69845 -1.23909 2.82339  -1.186
C 0.78522 1.11702 6.34732  0.538
C -2.72721 0.06018 1.20602  -0.284
C 0.15246 1.54667 -0.80845  -0.566
C 0.17164 1.40494 -2.32034  -0.629
C 0.06385 -2.87122 2.71238  -0.729
C 1.59506 -1.70860 1.44695  -1.179
C -1.27457 -1.67753 -7.22896  -1.697
C 1.17712 -1.51342 -7.68910  -1.655
C -2.25476 0.42898 3.44907  -0.658
C 2.36635 2.63186 8.01251  -0.399
C -2.28963 1.05980 2.14715  -1.237
C 2.52876 2.76609 6.62346  -1.011
C 0.77148 -2.03472 3.59501  -0.234
C 0.60120 0.98603 7.69371  -0.822
C 0.56312 -2.67331 1.38982  -0.026
C -2.86439 -1.16313 1.90336  -0.757
C 1.41988 1.75547 8.54319  -0.500
C -0.40702 -0.71272 -1.35234  -0.709
C -0.03304 1.17669 -6.57711  -0.429
C -2.58243 -0.93526 3.27634  -0.299
C 1.74008 1.98387 5.80859  0.828
C -0.05945 -0.77267 -7.21956  1.578
C -0.27030 0.57799 -7.96124  -0.862
C -0.70845 0.16710 -2.55467  -0.237
B 0.96147 0.70336 4.16473  0.124
H -2.09599 0.94622 4.39719  0.494
H 3.26995 3.43144 6.19016  0.415
H -2.17556 -1.13641 -6.91888  0.367
H 0.42610 -1.40504 -1.54223  0.292
H -0.71162 2.14501 -0.47222  0.315
H -2.23355 2.13541 1.96415  0.634
H 0.68144 -2.02296 4.68046  0.457
H 2.99460 3.22092 8.68037  0.336
H -0.13018 0.27557 8.08132  0.440
H 1.19569 1.18803 -2.65236  0.253
H -0.18211 2.30466 -2.82817  0.359
H -1.27678 0.70903 -8.34976  0.305
H 2.56593 -0.68549 3.19802  0.641
H 1.06392 1.98527 -0.37471  0.263
H -1.76421 0.47176 -2.52659  0.241
H -2.61898 -1.68065 4.07509  0.407
H 0.49916 0.80139 -8.69554  0.305
H 1.30686 1.65665 9.62320  0.342
H 1.00680 -1.90733 -8.69975  0.385
H 0.23851 -3.21336 0.49710  0.460
H -1.11530 -2.53241 -6.55995  0.377
H -3.18771 -2.11258 1.46717  0.383
H -0.72669 -3.57165 2.99009  0.434
H -1.43677 -2.06840 -8.24153  0.401
H -1.26543 -1.30008 -1.00056  0.301
H -0.50949 -0.31428 -3.51293  0.182
H 2.04973 -0.85161 -7.72457  0.376
H 2.27320 -1.41716 0.64328  0.435
H -2.99509 0.25152 0.16356  0.449
H 1.39061 -2.36379 -7.03039  0.372
H -0.89213 1.71897 -6.17242  0.255
H 0.88014 1.77450 -6.50321  0.285

As for the total energy: -1465.2975 Ha. The HOMO-LUMO gap comes out at 4.39 eV. The calculation puts the energy above the lowest of the compared OMol25 structures with the same formula, charge and spin at 0.0 kcal per mole. As for the molecular weight: 519.75 Da. As for the charge: -1. For the LUMO energy, the calculation gives 2.0 eV.